# 1
{"formula": "C3H3ClO2S", "method": "ωB97M-V/def2-TZVPD", "energy_ha": -1124.806131, "relative_energy_ev": 4.143, "homo_ev": [-10.13, -9.20], "max_force_ev_per_a": 1.07, "homo_lumo_gap_ev": [8.2361, 6.0201], "species": ["C", "C", "C", "O", "O", "S", "Cl", "H", "H", "H"], "coordinates": [[-0.9446, -1.4357, 0.4959], [-0.3419, -0.4487, 0.1205], [0.3518, 0.6286, -0.3408], [3.3815, -1.1904, -1.3670], [3.0429, -1.4653, 1.0653], [2.9601, -0.6347, -0.1074], [4.1972, 1.1063, 0.2535], [-1.4571, -2.2811, 0.8460], [0.6409, 1.4131, 0.3371], [0.4543, 0.7851, -1.4006]]}

# 2
{"formula": "C12H36O6", "method": "ωB97M-V/def2-TZVPD", "energy_ha": -930.220169, "smiles": "CC(C)O.CC(C)O.CC(C)O.CC(C)O.O.O", "relative_energy_ev": 0.621, "homo_ev": -10.26, "max_force_ev_per_a": 1.03, "homo_lumo_gap_ev": 10.8215, "species": ["O", "H", "H", "O", "H", "H", "C", "C", "C", "O", "H", "H", "H", "H", "H", "H", "H", "H", "C", "C", "C", "O", "H", "H", "H", "H", "H", "H", "H", "H", "C", "C", "C", "O", "H", "H", "H", "H", "H", "H", "H", "H", "C", "C", "C", "O", "H", "H", "H", "H", "H", "H", "H", "H"], "coordinates": [[3.0355, -1.5374, 2.4653], [3.2758, -0.6095, 2.4001], [2.4970, -1.6775, 1.6781], [1.3268, -0.3737, 0.3143], [1.1758, -0.2723, -0.6307], [1.2163, 0.5162, 0.6655], [-0.2079, 1.5665, 2.8524], [-0.3190, 2.5915, 3.9572], [-0.1622, 3.9904, 3.4102], [-1.5903, 2.5226, 4.5989], [-0.2444, 0.5324, 3.1993], [0.7404, 1.6952, 2.3139], [-0.9945, 1.6996, 2.1042], [0.4738, 2.3769, 4.6860], [-0.6755, 4.7160, 4.0352], [-0.5648, 4.0425, 2.3967], [0.8971, 4.2510, 3.3692], [-1.6450, 1.7106, 5.1113], [1.3672, -3.0036, -4.7567], [1.5726, -1.7604, -3.8770], [2.3772, -2.0671, -2.6142], [2.2110, -0.7317, -4.6143], [1.0534, -3.8603, -4.1568], [2.2984, -3.2763, -5.2592], [0.6138, -2.8034, -5.5174], [0.5809, -1.4027, -3.6007], [1.8829, -2.8104, -1.9913], [2.4706, -1.1310, -2.0626], [3.3745, -2.4054, -2.9014], [3.1204, -1.0096, -4.7682], [-1.9882, -2.6168, 2.1741], [-1.8457, -1.4552, 1.1865], [-1.7832, -1.9452, -0.2510], [-2.9869, -0.5813, 1.3118], [-2.9874, -3.0510, 2.0849], [-1.7866, -2.2912, 3.1930], [-1.3060, -3.4292, 1.9146], [-0.9449, -0.8773, 1.3823], [-0.8215, -2.4038, -0.4849], [-1.9504, -1.1020, -0.9283], [-2.5876, -2.6478, -0.4893], [-3.6374, -1.0155, 1.8747], [-0.0495, 1.1523, -2.4240], [-0.4250, 2.2228, -1.4079], [-1.5287, 1.8166, -0.4403], [0.7906, 2.5204, -0.7011], [-0.8526, 0.4423, -2.6248], [0.8238, 0.6062, -2.0686], [0.2294, 1.5896, -3.3826], [-0.7410, 3.1307, -1.9375], [-1.2463, 0.9375, 0.1434], [-2.4461, 1.5509, -0.9713], [-1.7705, 2.6229, 0.2545], [0.6840, 3.3450, -0.2156]]}

# 3
{"formula": "C15H19N2OPd", "method": "ωB97M-V/def2-TZVPD", "spin_multiplicity": 5, "energy_ha": -895.271606, "relative_energy_ev": 0.000, "homo_ev": [-10.98, -12.73], "s2": 6.068, "max_force_ev_per_a": 0.10, "total_charge": 1, "homo_lumo_gap_ev": [9.0467, 7.6832], "species": ["Pd", "C", "C", "C", "C", "C", "H", "H", "H", "H", "H", "C", "N", "C", "C", "C", "O", "H", "H", "H", "H", "H", "H", "H", "H", "H", "N", "C", "C", "C", "C", "C", "C", "H", "H", "H", "H", "H"], "coordinates": [[0.6815, 0.2296, 1.8721], [0.6898, 0.5486, 4.1866], [1.3882, -0.6722, 3.9090], [2.5458, -0.3589, 3.1591], [2.5588, 1.0404, 2.9463], [1.4072, 1.6002, 3.5957], [-0.2278, 0.6369, 4.7452], [1.0855, -1.6568, 4.2280], [3.2806, -1.0620, 2.8023], [3.3159, 1.5960, 2.4162], [1.1495, 2.6464, 3.6325], [-1.6914, 2.1977, -2.1963], [-1.1468, 1.8577, -0.8878], [0.2042, 2.3354, -0.6288], [-1.8419, 1.2202, 0.0612], [-3.2934, 0.9055, -0.1854], [-1.3363, 0.8898, 1.1498], [-0.9292, 2.0103, -2.9518], [-1.9742, 3.2511, -2.2403], [-2.5550, 1.5867, -2.4338], [0.3502, 3.2702, -1.1676], [0.9549, 1.6168, -0.9642], [0.3344, 2.5289, 0.4339], [-3.8474, 1.7846, -0.5113], [-3.7156, 0.5302, 0.7413], [-3.3985, 0.1392, -0.9556], [0.7953, -0.9773, 0.0948], [0.6622, -1.7445, -0.9505], [1.8040, -2.2373, -1.6582], [1.6257, -3.0334, -2.7606], [0.3406, -3.3704, -3.1956], [-0.7867, -2.9034, -2.5116], [-0.6480, -2.1033, -1.4075], [2.7896, -1.9672, -1.3057], [2.4880, -3.4058, -3.2965], [0.2172, -4.0019, -4.0644], [-1.7747, -3.1826, -2.8522], [-1.5019, -1.7453, -0.8483]]}

# 4
{"formula": "C3H7N3O2", "method": "ωB97M-V/def2-TZVPD", "energy_ha": -432.999792, "smiles": "[H]/N=C\\NO/C=N\\OC", "relative_energy_ev": 8.789, "homo_ev": -9.21, "max_force_ev_per_a": 6.82, "homo_lumo_gap_ev": 9.7005, "species": ["C", "C", "C", "H", "H", "H", "H", "H", "H", "H", "N", "N", "N", "O", "O"], "coordinates": [[-2.6488, -1.0427, -0.0429], [-0.5751, 1.6233, 0.0979], [2.6714, 0.2975, -0.0834], [-3.4602, -0.7031, -0.7790], [-3.0421, -0.7741, 1.0140], [-2.1521, -2.2424, -0.1140], [-0.4858, 2.7827, 0.1563], [0.9704, -0.7974, -0.6290], [3.1351, 1.2135, 0.0156], [3.3932, -1.5634, 0.3984], [-1.7192, 1.0204, 0.4593], [1.2446, -0.1054, -0.0386], [3.6991, -0.5299, 0.2275], [-1.4673, -0.2761, -0.1722], [0.4367, 1.0971, -0.5099]]}

# 5
{"formula": "C22H19F4N2", "method": "ωB97M-V/def2-TZVPD", "energy_ha": -1358.453778, "smiles": "Fc1cc(F)cc(C(c2cc(F)cc(F)c2)[n+]2ccc(N3CCCC3)cc2)c1", "homo_ev": -12.17, "max_force_ev_per_a": 1.77, "total_charge": 1, "homo_lumo_gap_ev": 8.7553, "species": ["F", "C", "C", "C", "F", "C", "C", "C", "C", "C", "C", "F", "C", "C", "F", "C", "C", "H", "H", "H", "H", "H", "H", "H", "C", "C", "C", "N", "C", "C", "C", "N", "C", "C", "C", "H", "H", "H", "H", "H", "H", "H", "H", "H", "H", "H", "H"], "coordinates": [[5.9654, 1.5456, -0.2097], [4.6357, 1.9021, -0.2643], [4.2658, 3.0633, -0.9361], [2.9223, 3.4458, -0.7991], [2.4669, 4.5759, -1.4357], [2.0032, 2.7754, 0.0082], [2.4039, 1.5914, 0.5990], [1.2820, 0.8968, 1.3476], [1.8774, -0.0525, 2.4753], [0.8934, -0.8053, 3.0985], [1.2347, -1.7047, 4.1234], [0.2110, -2.4416, 4.6410], [2.5109, -1.8420, 4.6419], [3.4501, -0.9648, 4.0970], [4.7416, -1.0597, 4.5546], [3.1458, -0.0332, 3.0918], [3.7213, 1.1303, 0.4652], [5.0016, 3.7543, -1.3330], [0.9969, 3.1435, 0.1886], [0.8213, 1.6975, 1.9451], [-0.1139, -0.6624, 2.7637], [2.7265, -2.5173, 5.4608], [3.9150, 0.7085, 2.8562], [4.0424, 0.2169, 0.9193], [-4.6245, -2.3265, -3.3050], [-4.9978, -0.8817, -3.5901], [-4.1592, -0.0124, -2.6439], [-3.1188, -0.8849, -2.0552], [-2.0817, -0.4740, -1.2491], [-2.0164, 0.8333, -0.6692], [-0.9532, 1.1715, 0.1396], [0.1387, 0.3707, 0.3904], [0.0162, -0.9084, -0.0712], [-1.0271, -1.3497, -0.8600], [-3.3554, -2.3099, -2.4422], [-5.4123, -2.7604, -2.6813], [-4.4817, -2.9079, -4.2243], [-4.7092, -0.6556, -4.6253], [-6.0621, -0.6665, -3.4427], [-3.7212, 0.8406, -3.1682], [-4.8051, 0.4110, -1.8589], [-2.7922, 1.5386, -0.8822], [-0.9041, 2.1627, 0.5666], [0.8588, -1.5179, 0.1827], [-0.9873, -2.3716, -1.1999], [-3.4202, -2.9886, -1.5696], [-2.5052, -2.6765, -3.0402]]}

# 6
{"formula": "C23H46BrClN5O2", "method": "ωB97M-V/def2-TZVPD", "energy_ha": -4361.919572, "homo_ev": -11.54, "max_force_ev_per_a": 5.06, "total_charge": 1, "homo_lumo_gap_ev": 7.8125, "species": ["C", "C", "C", "C", "C", "C", "C", "C", "C", "C", "C", "C", "C", "C", "C", "N", "C", "C", "C", "C", "Cl", "N", "N", "N", "C", "C", "C", "Br", "H", "H", "H", "H", "H", "H", "H", "H", "H", "H", "H", "H", "H", "H", "H", "H", "H", "H", "H", "H", "H", "H", "H", "H", "H", "H", "H", "H", "H", "H", "H", "H", "H", "H", "H", "H", "H", "H", "H", "H", "H", "H", "H", "C", "N", "O", "O", "H", "H", "H"], "coordinates": [[8.9688, -4.5344, 1.0493], [7.8238, -3.4976, 0.5975], [8.4360, -2.3949, -0.3959], [7.3346, -1.3740, -0.9221], [7.4369, 0.0395, -0.2037], [6.4733, 1.1507, -0.8713], [5.3738, 1.6849, 0.1485], [4.0058, 0.8371, -0.0042], [2.7407, 1.7995, 0.2641], [1.4461, 1.0125, -0.2208], [0.1887, 1.9310, -0.5413], [-0.8277, 2.1128, 0.6637], [-1.6447, 0.7716, 1.0161], [-2.9070, 0.5961, 0.0362], [-3.8157, -0.6437, 0.4238], [-5.2346, -0.5369, 0.0036], [-6.3944, -0.7904, 0.7966], [-6.5193, -1.2672, 2.2855], [-7.1856, -2.7403, 2.2258], [-6.7932, -3.6338, 3.4886], [-6.7988, -5.3792, 2.9093], [-7.5549, -0.5488, 0.0167], [-7.1069, -0.1889, -1.1942], [-5.7932, -0.2083, -1.1666], [-5.0764, 0.1374, -2.4252], [-5.6440, -0.8642, -3.5620], [-4.5049, -1.4029, -4.5249], [-3.4784, -2.8225, -3.5556], [8.5138, -5.5333, 1.3539], [9.7022, -4.7562, 0.2211], [9.4637, -4.1080, 1.9696], [7.0519, -4.1167, 0.0371], [7.3484, -3.0366, 1.5146], [9.2968, -1.9055, 0.1457], [8.8199, -2.9675, -1.3019], [6.2923, -1.7871, -0.7321], [7.4377, -1.2374, -2.0454], [8.4908, 0.4467, -0.2498], [7.1481, -0.0564, 0.8851], [5.9496, 0.6210, -1.7268], [7.1475, 1.9923, -1.2350], [5.1287, 2.7827, -0.0028], [5.7232, 1.5178, 1.2209], [3.9072, 0.4199, -1.0509], [4.0243, -0.0031, 0.7668], [2.9096, 2.7647, -0.2934], [2.6706, 1.9450, 1.3827], [1.1991, 0.2486, 0.5828], [1.7272, 0.4038, -1.1416], [0.6038, 2.9618, -0.8043], [-0.3802, 1.5951, -1.4676], [-1.5563, 2.9531, 0.4048], [-0.2196, 2.4807, 1.5554], [-1.9782, 0.8870, 2.0886], [-0.8986, -0.0738, 0.8667], [-2.4472, 0.4640, -0.9993], [-3.4524, 1.5930, 0.0363], [-3.3435, -1.5921, 0.0174], [-3.7813, -0.7415, 1.5578], [-5.5612, -1.2438, 2.8736], [-7.3156, -0.6089, 2.7655], [-8.3104, -2.6803, 2.0681], [-6.7912, -3.2940, 1.3101], [-7.5894, -3.5249, 4.2868], [-5.7786, -3.3194, 3.8866], [-3.9611, 0.0148, -2.3751], [-5.3979, 1.1956, -2.6937], [-6.5314, -0.4249, -4.1012], [-6.0349, -1.7664, -2.9901], [-3.8265, -0.5657, -4.8858], [-5.0138, -1.8832, -5.4211], [-2.1832, 6.9643, 0.8784], [-1.5517, 5.6431, 0.6264], [-1.9980, 4.9711, -0.2880], [-0.6319, 5.3270, 1.3524], [-2.9844, 7.1120, 0.1587], [-2.5736, 6.9528, 1.8944], [-1.4129, 7.7239, 0.7603]]}